Record 1
A 4-piece molecular cluster, C3H14NO3 overall in a non-equilibrium geometry. Source: the Open Molecules 2025 dataset; level of theory: ωB97M-V/def2-TZVPD.

Geometry as XYZ:
```
21
Properties=species:S:1:pos:R:3:forces:R:3:lowdin_charge:R:1
C 0.59342 1.24016 -1.84927 2.548 -0.252 -0.819 -0.0480
C -0.08943 0.43952 -0.81700 0.607 0.104 0.765 -0.3449
C -0.07037 -0.87733 -0.75987 0.180 -0.130 -0.341 0.1094
N -0.66725 1.29479 0.26771 0.356 -0.365 0.122 0.2082
H 0.63373 0.80121 -2.84666 -1.039 0.067 -0.089 0.0993
H 0.36151 2.29165 -1.86998 -0.415 0.268 -0.245 0.0762
H 1.71622 1.18612 -1.71674 -0.955 0.310 0.652 0.1223
H -0.30876 -1.57804 0.03962 -0.338 0.558 -0.127 0.0905
H 0.33439 -1.28387 -1.68068 0.021 -0.429 0.233 0.0909
H -1.65835 1.03015 0.25438 -0.155 0.921 0.654 0.1398
H -0.51644 2.28019 0.07603 -0.580 0.115 -0.579 0.1495
H -0.28214 1.22307 1.23388 -0.436 -1.147 -0.347 0.1371
H -3.19832 3.30603 0.18189 -0.998 0.174 -0.291 0.0484
H -4.27476 2.09669 0.45023 -0.211 0.762 -0.404 0.0593
O -3.39476 2.45683 0.57461 1.276 -1.012 0.637 -0.0419
H 0.23191 0.06484 3.25015 0.232 -0.389 -0.398 0.0752
H -1.19579 0.31370 3.37746 -0.474 -0.154 -0.367 0.0753
O -0.56929 0.00477 2.70524 0.379 0.606 0.940 -0.0468
H 4.07974 -6.21174 -0.22875 0.097 -0.016 -0.077 0.0338
H 3.88231 -4.71092 -0.06871 0.350 -0.345 -0.294 0.0335
O 4.39242 -5.36782 -0.57355 -0.447 0.354 0.377 -0.0673
```
Forces are in eV/Å.

Values from the calculation:
E_LUMO ... -3.21 eV
Charge ... +1
HOMO ... -13.33 eV
Total energy ... -402.89542 Eh



Record 2
One molecule with the formula C4H5NS in a non-equilibrium geometry. Source: the Open Molecules 2025 dataset; level of theory: ωB97M-V/def2-TZVPD.

Geometry as XYZ:
```
11
Properties=species:S:1:pos:R:3:forces:R:3:lowdin_charge:R:1
C -0.58538 -0.14469 0.41591 -1.588 -0.499 -0.069 -0.0802
C 1.30873 0.17892 2.29508 -1.242 -0.149 -0.563 -0.3694
C -1.88200 -0.31277 0.16008 1.196 0.672 -0.604 -0.0107
C 0.45958 -0.33200 -0.57086 -1.525 0.986 0.580 -0.4345
N 1.51152 0.54776 -0.55545 3.130 -0.084 0.789 -0.2711
S 2.22436 0.74681 1.13502 0.039 -0.077 -0.750 0.7931
H -2.59426 -0.10297 0.90428 -1.018 -0.182 0.819 0.0294
H -2.25180 -0.48063 -0.89737 0.516 0.174 1.303 0.0897
H 0.65420 -1.32004 -0.63137 1.815 -3.411 0.418 0.0919
H -0.01854 -0.22559 -1.50161 -0.890 0.782 -1.515 0.1226
H 1.17358 1.44519 -0.75373 -0.433 1.787 -0.409 0.0391
```
Forces are in eV/Å.

Values from the calculation:
E_LUMO (alpha / beta) ... -1.08 / -0.66 eV
HOMO (alpha / beta) ... -9.25 / -9.02 eV
Total energy ... -608.08378 Eh



Record 3
C48H49N4P2SiTi as an isolated structure in a non-equilibrium geometry. Source: the Open Molecules 2025 dataset; level of theory: ωB97M-V/def2-TZVPD.

Geometry as XYZ:
```
105
Properties=species:S:1:pos:R:3:forces:R:3:lowdin_charge:R:1
Ti 1.35055 -1.15176 -1.18702 0.247 -0.105 -0.142 0.7784
C 0.87764 -2.00395 -4.26630 0.143 0.078 -0.117 -0.1548
C 1.75847 -3.09574 -3.67811 -0.045 0.014 -0.001 -0.1633
N 1.52673 -3.16664 -2.21980 0.015 0.011 -0.044 -0.1081
C 2.38306 -4.17057 -1.57341 0.036 -0.013 -0.008 -0.1047
C 2.39345 -3.94231 -0.09276 0.006 0.047 0.072 -0.2238
C 2.72152 -4.92964 0.81461 -0.004 -0.019 -0.064 0.0140
C 2.80347 -4.59465 2.15694 0.016 -0.035 0.068 -0.0036
C 2.56566 -3.28905 2.54786 -0.004 0.067 0.015 0.0172
C 2.22526 -2.35453 1.58437 -0.014 -0.105 0.005 -0.2416
C 1.96362 -0.92087 1.91108 -0.109 0.217 -0.076 -0.1250
N 1.60110 -0.17770 0.69265 0.571 -0.471 0.499 -0.1768
C 2.70342 0.10328 -0.19290 -0.527 -0.187 -0.256 -0.1794
C 2.09193 -0.25803 -2.88316 0.125 0.034 -0.204 -0.2024
N 0.89453 -0.82253 -3.41905 0.082 -0.691 1.029 -0.1353
N 2.12380 -2.68380 0.29080 -0.032 0.064 -0.274 0.0910
H -0.15546 -2.33781 -4.35308 -0.007 -0.016 0.022 0.1135
H 1.22472 -1.76487 -5.27476 -0.002 -0.004 -0.002 0.1372
H 2.81385 -2.87363 -3.83731 0.000 0.005 0.011 0.1223
H 1.55278 -4.05372 -4.16287 0.002 -0.003 0.010 0.1386
H 0.56334 -3.48241 -2.08529 -0.023 0.005 0.000 0.0762
H 3.40096 -4.04816 -1.95254 0.012 0.001 -0.004 0.1474
H 2.06830 -5.18821 -1.81508 -0.007 -0.009 0.001 0.1441
H 2.91707 -5.93711 0.47367 0.002 0.003 0.006 0.1312
H 3.06050 -5.34554 2.89242 -0.001 0.001 -0.008 0.1285
H 2.64228 -2.99011 3.58486 -0.001 -0.004 -0.003 0.1338
H 2.85904 -0.47522 2.35053 0.009 0.030 0.075 0.1409
H 1.16529 -0.81990 2.64485 -0.036 -0.025 0.029 0.1129
H 1.05783 0.62367 0.95564 -0.214 0.499 -0.029 0.0363
H 3.64986 -0.32103 0.12714 0.019 0.016 0.053 0.0873
H 2.76215 1.14814 -0.47712 0.044 -0.008 -0.045 0.0501
H 2.97821 -0.77053 -3.25609 -0.007 0.022 -0.037 0.0892
H 2.20418 0.81342 -3.00411 -0.054 0.017 0.038 0.0593
H -0.00139 -0.44491 -3.17794 -0.371 0.644 -0.510 0.0387
C 0.26282 2.58834 -2.74341 -0.032 0.037 0.019 -0.1967
Si -0.64410 1.51481 -1.51147 -0.030 0.033 0.012 0.7666
C -1.55438 2.51128 -0.21061 0.050 -0.002 -0.010 -0.2883
C -2.95312 2.56176 -0.24723 -0.133 -0.007 0.015 -0.0967
C -3.65749 3.44630 0.55368 0.018 0.021 0.017 -0.0511
C -2.97852 4.30307 1.41098 0.059 -0.034 -0.030 -0.0380
C -1.59367 4.25911 1.46857 -0.054 0.035 0.008 -0.0627
C -0.88202 3.36442 0.67594 0.070 0.043 -0.005 -0.3829
P 0.93494 3.21833 0.76046 0.002 -0.203 0.051 1.0940
C 1.54175 4.92149 0.91373 -0.067 0.098 0.064 -0.3771
C 1.55486 5.61854 2.12329 0.022 0.012 0.007 -0.0984
C 1.96762 6.94092 2.16291 0.004 -0.011 -0.017 -0.0594
C 2.36760 7.58118 0.99667 -0.005 -0.002 0.017 -0.0605
C 2.36157 6.89556 -0.20852 0.002 -0.010 -0.018 -0.0671
C 1.95490 5.56964 -0.24862 0.029 0.004 -0.010 -0.0976
C 1.17653 2.54669 2.45276 -0.044 -0.005 -0.030 -0.3896
C 2.46938 2.55671 2.98661 0.030 0.020 -0.068 -0.1056
C 2.72034 2.03701 4.24555 0.006 -0.027 0.012 -0.0705
C 1.68462 1.48114 4.98991 0.006 -0.004 -0.020 -0.0720
C 0.40445 1.44502 4.46040 -0.012 -0.030 -0.013 -0.0792
C 0.14827 1.96989 3.19679 -0.020 -0.019 0.000 -0.0898
C -1.95887 0.46849 -2.37780 0.020 -0.025 -0.010 -0.3435
C -2.71050 1.07618 -3.38980 0.040 -0.002 0.039 -0.0773
C -3.84507 0.46406 -3.90088 -0.020 0.014 -0.028 -0.0400
C -4.25945 -0.75995 -3.39430 -0.026 0.009 -0.022 -0.0378
C -3.51588 -1.39151 -2.40988 0.072 -0.060 0.074 -0.0726
C -2.35484 -0.79769 -1.91618 0.047 0.080 -0.014 -0.3894
P -1.26994 -1.61731 -0.70015 0.073 -0.011 0.005 1.0753
C -1.58613 -3.40883 -0.93403 -0.042 0.003 -0.116 -0.3547
C -1.62514 -3.92299 -2.23722 0.001 -0.035 0.060 -0.1394
C -1.73741 -5.28679 -2.46163 0.007 0.003 0.005 -0.0544
C -1.81215 -6.16297 -1.38541 -0.002 -0.023 -0.021 -0.0552
C -1.79224 -5.66383 -0.09333 0.005 0.042 0.029 -0.0506
C -1.68106 -4.29620 0.13414 0.019 -0.033 0.023 -0.0640
C -1.94575 -1.22999 0.94090 -0.081 0.052 -0.078 -0.3403
C -3.11318 -0.48635 1.08758 0.000 0.006 0.023 -0.0695
C -3.59969 -0.19303 2.35419 -0.019 -0.005 0.019 -0.0484
C -2.93931 -0.65818 3.48117 -0.008 0.026 0.000 -0.0577
C -1.78314 -1.41543 3.34274 0.046 0.008 -0.010 -0.0675
C -1.28365 -1.68803 2.07940 0.009 -0.007 0.039 -0.1292
H -0.34325 3.48845 -2.88947 0.052 0.006 -0.037 0.0555
H 0.40831 2.10395 -3.70976 -0.045 -0.023 0.015 0.0395
H 1.22997 2.89650 -2.35019 0.004 0.038 -0.019 0.0096
H -3.51383 1.92615 -0.92155 0.049 -0.005 -0.024 0.0950
H -4.73802 3.47936 0.49770 0.005 0.001 -0.004 0.1162
H -3.52668 5.00253 2.02816 0.007 0.001 0.007 0.1178
H -1.05793 4.92455 2.13453 -0.032 0.008 0.001 0.1094
H 1.25232 5.12873 3.04121 0.003 -0.008 -0.014 0.1068
H 1.97774 7.47205 3.10555 0.000 0.005 -0.008 0.1130
H 2.69004 8.61336 1.03020 -0.001 -0.005 0.000 0.1135
H 2.68033 7.38950 -1.11674 0.001 0.000 0.006 0.1114
H 1.96683 5.03657 -1.19232 -0.016 -0.012 -0.008 0.0899
H 3.27945 3.00886 2.42427 0.003 -0.010 0.001 0.1161
H 3.72142 2.07984 4.65511 -0.005 0.002 -0.004 0.1133
H 1.87590 1.09448 5.98253 -0.003 0.002 -0.008 0.1109
H -0.41067 1.03028 5.03974 -0.005 -0.013 -0.003 0.1052
H -0.86508 1.94824 2.81023 0.027 -0.008 0.008 0.1010
H -2.41968 2.04889 -3.77109 -0.002 -0.007 -0.003 0.1150
H -4.41353 0.94862 -4.68403 0.003 -0.008 0.005 0.1202
H -5.15862 -1.22798 -3.77273 0.005 -0.001 0.004 0.1200
H -3.83575 -2.35460 -2.03343 -0.017 -0.009 0.001 0.1175
H -1.60763 -3.24948 -3.08499 -0.004 0.012 -0.019 0.0937
H -1.78771 -5.66411 -3.47504 -0.001 0.005 0.004 0.1175
H -1.90744 -7.22695 -1.55682 0.000 0.008 0.000 0.1170
H -1.87805 -6.33713 0.74947 0.000 0.001 -0.006 0.1167
H -1.69238 -3.93188 1.15201 -0.007 -0.016 -0.015 0.0946
H -3.64894 -0.12948 0.21859 0.015 -0.032 -0.002 0.0960
H -4.50452 0.39175 2.45917 0.014 -0.008 -0.010 0.1171
H -3.33005 -0.43830 4.46628 0.007 -0.009 -0.006 0.1169
H -1.27274 -1.79475 4.21906 -0.001 0.002 0.002 0.1158
H -0.39049 -2.29245 1.97766 0.033 0.012 0.004 0.0874
```
Forces are in eV/Å.

Values from the calculation:
E_LUMO (alpha / beta) ... -5.15 / -6.68 eV
Charge ... +2
HOMO (alpha / beta) ... -12.18 / -12.71 eV
Total energy ... -3898.77249 Eh
2S+1 ... 2



How do the records compare in energy above the lowest of the compared OMol25 structures with the same formula, charge and spin? In the order shown, they have 160.60, 700.73, 0.00 kJ/mol.
How do the records compare in molecular weight? In the order shown, they have 112.1, 99.2, 819.8 g/mol.